The following is a DFT calculation (ωB97M-V/def2-TZVPD) of a molecular structure, C12H11Cl3O2V at a distorted geometry.

Output
**LUMO level (alpha / beta)**: 0.176 / 0.175 Ha
**E**: -79972.489 eV
**Multiplicity**: 4
**Charge**: -2
**Kohn-Sham gap (alpha / beta)**: 2.843 / 5.379 eV

Structure (XYZ):
```
29
Properties=species:S:1:pos:R:3:mulliken_charge:R:1
C -2.242 -1.476 -0.300 -0.489
C -1.610 -1.668 -1.548 -0.564
C -1.378 -0.389 -2.105 -0.521
H -1.329 -2.615 -1.976 0.324
C -1.826 0.584 -1.185 -0.703
C -2.372 -0.102 -0.077 -0.342
H -2.715 0.356 0.833 0.396
H -2.468 -2.250 0.410 0.414
H -0.919 -0.191 -3.058 0.600
H -1.736 1.653 -1.286 0.378
V 0.023 -0.552 -0.214 0.631
Cl 0.181 -2.502 1.326 -0.632
C 2.372 -0.431 0.054 -0.454
C 1.998 0.792 -0.543 -0.597
C 1.510 0.514 -1.827 -0.455
H 1.989 1.749 -0.054 0.373
C 1.600 -0.884 -2.037 -0.605
C 2.140 -1.465 -0.881 -0.509
H 2.259 -2.517 -0.694 0.394
H 2.678 -0.565 1.076 0.400
H 1.092 1.233 -2.512 0.428
H 1.264 -1.418 -2.911 0.474
Cl 0.632 3.621 2.533 -0.216
C -0.144 2.167 3.206 -0.057
Cl -1.901 2.430 3.321 -0.206
C 0.135 0.989 2.330 0.358
O 0.768 -0.049 2.822 -0.625
O -0.257 0.998 1.073 -0.525
H 0.256 1.987 4.226 0.329
```